Molecular formula: C9H8F4N2
Method: DFT, ωB97M-V/def2-TZVPD

- Energy above the lowest of the compared OMol25 structures with the same formula, charge and spin: 24.4 kcal/mol
- Gap between HOMO and LUMO: 10.233 eV
- Charge: 0
- LUMO energy: 0.45 eV

Last columns: bonded neighbours and bond lengths (Å).
Cartesian coordinates (Å):
1 C -2.762 0.770 -0.489  C2 1.369, C3 1.434, H16 1.073
2 C -1.998 1.065 0.608  C1 1.369, C4 1.431, H17 1.049
3 C -2.140 0.524 -1.758  C1 1.434, C5 1.384, H18 1.122
4 C -0.582 0.869 0.549  C2 1.431, C6 1.387, H19 0.973
5 C -0.759 0.478 -1.831  C3 1.384, C6 1.385, H20 1.175
6 C -0.007 0.541 -0.669  C4 1.387, C5 1.385, C9 1.573
7 C 1.668 -1.081 -0.215  C8 1.479, C9 1.523, N10 1.292
8 C 1.816 -1.351 1.232  C7 1.479, H21 1.132, H22 1.104, H23 1.196
9 C 1.556 0.364 -0.685  C6 1.573, C7 1.523, N11 1.359, F12 1.464
10 N 1.722 -2.117 -0.985  C7 1.292, F13 1.362
11 N 2.082 1.277 0.173  C9 1.359, F14 1.400, F15 1.311
12 F 2.072 0.574 -2.038  C9 1.464
13 F 1.696 -2.074 -2.346  N10 1.362
14 F 2.008 2.608 -0.254  N11 1.400
15 F 3.342 1.154 0.515  N11 1.311
16 H -3.833 0.720 -0.486  C1 1.073
17 H -2.424 1.235 1.552  C2 1.049
18 H -2.768 0.168 -2.617  C3 1.122
19 H -0.106 1.016 1.386  C4 0.973
20 H -0.373 0.143 -2.889  C5 1.175
21 H 0.889 -1.276 1.877  C8 1.132
22 H 2.649 -0.741 1.624  C8 1.104
23 H 2.185 -2.474 1.417  C8 1.196

Charges per atom according to Mulliken partitioning, unit e:
1 C -0.4022
2 C -0.8871
3 C -0.3716
4 C -0.6031
5 C -0.4345
6 C 0.2026
7 C 0.3441
8 C -1.0309
9 C 1.7731
10 N -0.6435
11 N 0.0298
12 F -0.3701
13 F -0.1393
14 F -0.2124
15 F -0.1997
16 H 0.3968
17 H 0.3943
18 H 0.3100
19 H 0.7094
20 H 0.2335
21 H 0.2278
22 H 0.3064
23 H 0.3665